No. 1
This record from OMol25 describes a molecular structure, C55H46As2BrN4O6Ru at a distorted geometry. The level of theory is the ωB97M-V functional and the def2-TZVPD basis.

The geometry in ORCA input format:
```
! RIJCOSX wB97M-V def2-TZVPD def2/J DEFGRID3
* xyz 0 6
Ru -0.430 -0.189 0.268
C 4.012 -0.686 1.696
O 2.693 -0.049 1.673
C 2.233 0.622 2.749
C 2.940 0.627 3.933
C 2.728 1.623 4.858
C 1.715 2.539 4.728
C 0.861 2.353 3.699
C 1.045 1.411 2.641
N 0.149 1.454 1.573
N -0.602 2.541 1.564
C -1.256 3.016 0.505
C -1.105 2.441 -0.807
O -0.330 1.413 -1.006
C -1.875 2.894 -1.878
C -2.848 3.838 -1.729
C -3.080 4.416 -0.437
C -4.175 5.294 -0.278
C -4.492 5.768 0.994
C -3.631 5.547 2.054
C -2.493 4.760 1.892
C -2.238 4.109 0.683
H 4.046 -1.587 2.299
H 4.802 -0.001 2.047
H 4.257 -0.948 0.652
H 3.694 -0.171 4.097
H 3.370 1.739 5.728
H 1.685 3.375 5.423
H -0.073 2.935 3.670
H -1.717 2.438 -2.864
H -3.487 4.169 -2.560
H -4.796 5.570 -1.138
H -5.402 6.377 1.124
H -3.797 6.039 3.007
H -1.854 4.578 2.763
C 0.812 -1.060 -3.116
C 2.252 -0.591 -2.995
As 2.679 0.873 -1.674
C 2.125 2.495 -2.677
C 2.098 3.679 -1.939
C 1.656 4.864 -2.529
C 1.186 4.859 -3.813
C 1.199 3.672 -4.533
C 1.704 2.519 -4.008
C 4.611 0.913 -2.005
C 5.283 2.105 -2.286
C 6.630 2.091 -2.527
C 7.336 0.901 -2.603
C 6.679 -0.277 -2.324
C 5.331 -0.284 -1.976
As 0.049 -1.843 -1.407
C 1.223 -3.383 -0.982
C 1.951 -3.351 0.201
C 2.704 -4.465 0.577
C 2.782 -5.597 -0.235
C 2.080 -5.586 -1.424
C 1.258 -4.517 -1.766
C -1.406 -2.965 -2.100
C -1.913 -3.949 -1.263
C -2.992 -4.720 -1.665
C -3.487 -4.605 -2.957
C -2.987 -3.608 -3.802
C -1.938 -2.827 -3.383
H 0.733 -1.838 -3.911
H 0.132 -0.262 -3.405
H 2.636 -0.353 -3.989
H 2.896 -1.427 -2.641
H 2.454 3.685 -0.902
H 1.661 5.811 -1.995
H 0.793 5.775 -4.256
H 0.829 3.690 -5.565
H 1.797 1.636 -4.643
H 4.709 3.020 -2.380
H 7.169 3.031 -2.708
H 8.417 0.916 -2.873
H 7.211 -1.248 -2.429
H 4.844 -1.227 -1.761
H 1.956 -2.438 0.768
H 3.200 -4.513 1.525
H 3.316 -6.518 0.111
H 2.155 -6.473 -2.086
H 0.692 -4.577 -2.678
H -1.434 -4.120 -0.295
H -3.468 -5.452 -1.027
H -4.246 -5.256 -3.363
H -3.396 -3.468 -4.805
H -1.530 -2.067 -4.057
Br 0.574 -3.006 6.057
C -0.917 -3.320 4.856
C -1.920 -4.121 5.452
C -3.073 -4.388 4.759
C -3.243 -3.822 3.489
C -2.252 -3.037 2.917
C -1.044 -2.763 3.566
C 0.063 -2.060 2.872
O 1.253 -2.058 3.180
O -0.434 -1.450 1.780
H -1.801 -4.477 6.481
H -3.861 -4.977 5.226
H -4.134 -4.011 2.919
H -2.468 -2.612 1.918
C -5.104 0.798 2.527
N -4.397 0.325 1.382
C -5.100 0.132 0.243
C -4.491 -0.066 -0.933
C -3.073 -0.154 -1.000
O -2.441 -0.186 -2.062
N -2.434 -0.088 0.267
C -3.055 0.245 1.482
O -2.471 0.490 2.550
H -6.118 1.121 2.275
H -4.541 1.581 3.041
H -5.243 -0.056 3.187
H -6.175 0.133 0.373
H -5.079 -0.103 -1.849
*
```

HOMO-LUMO gap (spin up / spin down) = 6.474 / 5.742 eV
energy relative to the best compared isomer or geometry (same formula, charge and spin) = 0.0 kcal per mole
DFT total energy = -270324.6070 eV
⟨S²⟩ = 8.8142

***

No. 2
This record from OMol25 describes a molecular structure, C5H8O2. The level of theory is the ωB97M-V functional and the def2-TZVPD basis.

The geometry in ORCA input format:
```
! RIJCOSX wB97M-V def2-TZVPD def2/J DEFGRID3
* xyz 0 1
C 1.637 0.620 -0.264
C 0.196 -0.295 0.579
O 0.675 -0.791 1.698
C -1.041 0.659 0.546
C -1.671 -0.356 -0.403
O -0.863 -0.394 -1.574
C -0.460 -1.193 -0.473
H 1.088 0.712 -1.204
H 1.824 1.612 0.155
H 2.578 0.096 -0.481
H 1.481 -0.099 0.846
H -1.480 0.681 1.547
H -0.926 1.666 0.140
H -2.710 -0.656 -0.502
H -0.329 -2.261 -0.611
*
```

HOMO-LUMO gap = 10.183 eV
energy relative to the best compared isomer or geometry (same formula, charge and spin) = 138.1 kcal per mole
DFT total energy = -9403.8420 eV

***

No. 3
This record from OMol25 describes a molecular structure, C37H33BFN5O7OsS at a distorted geometry. The level of theory is the ωB97M-V functional and the def2-TZVPD basis.

The geometry in ORCA input format:
```
! RIJCOSX wB97M-V def2-TZVPD def2/J DEFGRID3
* xyz 2 5
Os -1.861 1.412 0.125
O -4.539 2.346 -2.729
S -4.010 1.542 -1.679
O -2.804 0.761 -1.984
N -3.432 2.466 -0.389
C -4.068 3.633 0.026
C -5.400 3.877 -0.278
C -6.052 5.052 0.098
C -5.386 6.018 0.792
C -4.034 5.825 1.137
C -3.327 6.822 1.836
C -2.011 6.635 2.160
C -1.410 5.438 1.805
N -2.049 4.468 1.156
C -3.360 4.623 0.778
C -5.261 0.478 -1.021
C -5.621 0.528 0.317
C -6.580 -0.357 0.777
C -7.157 -1.272 -0.092
C -6.785 -1.308 -1.428
C -5.828 -0.430 -1.903
H -5.945 3.128 -0.830
H -7.090 5.188 -0.172
H -5.875 6.936 1.090
H -3.838 7.737 2.108
H -1.438 7.376 2.697
H -0.376 5.249 2.060
H -5.158 1.235 0.990
H -6.868 -0.341 1.819
H -7.900 -1.967 0.276
H -7.234 -2.025 -2.101
H -5.517 -0.445 -2.940
C 1.160 -4.412 -3.368
C 0.646 -4.672 -1.957
N 0.477 -3.428 -1.195
C -0.761 -2.961 -0.973
C -1.056 -1.758 -0.391
C -2.526 -1.510 -0.056
O -3.335 -2.333 -0.434
O -2.775 -0.476 0.679
C 0.000 -0.875 -0.076
O -0.123 0.328 0.334
C 1.336 -1.411 -0.227
C 2.438 -0.650 0.179
C 3.698 -1.166 0.141
F 4.701 -0.366 0.551
C 3.955 -2.489 -0.290
C 2.863 -3.203 -0.769
C 1.559 -2.696 -0.745
N 5.228 -3.083 -0.278
C 5.365 -4.497 0.044
C 6.369 -5.124 -0.932
N 7.385 -4.078 -1.289
C 7.668 -3.196 -0.115
C 6.421 -2.338 0.140
H 1.307 -5.362 -3.882
H 2.107 -3.872 -3.362
H 0.436 -3.827 -3.935
H 1.311 -5.342 -1.411
H -0.327 -5.155 -2.005
H -1.594 -3.588 -1.267
H 2.282 0.357 0.548
H 3.024 -4.190 -1.176
H 4.420 -5.020 -0.028
H 5.713 -4.618 1.077
H 5.884 -5.448 -1.851
H 6.879 -5.973 -0.481
H 6.994 -3.488 -2.026
H 8.235 -4.509 -1.652
H 8.524 -2.562 -0.330
H 7.920 -3.836 0.727
H 6.492 -1.424 -0.442
H 6.396 -2.059 1.198
O 0.103 3.478 0.321
B -1.136 3.189 1.006
O -0.775 2.673 2.327
C 0.586 2.608 2.354
C 1.402 2.205 3.391
C 2.775 2.288 3.183
C 3.299 2.754 1.981
C 2.474 3.163 0.937
C 1.113 3.085 1.149
H 0.980 1.863 4.327
H 3.448 2.005 3.981
H 4.372 2.824 1.859
H 2.875 3.550 0.010
*
```

HOMO-LUMO gap (spin up / spin down) = 6.893 / 6.437 eV
energy relative to the best compared isomer or geometry (same formula, charge and spin) = 6.7 kcal per mole
DFT total energy = -77371.7384 eV
⟨S²⟩ = 6.0169

***

No. 4
This record from OMol25 describes a molecular structure, C34H40N5O4W at a distorted geometry. The level of theory is the ωB97M-V functional and the def2-TZVPD basis.

The geometry in ORCA input format:
```
! RIJCOSX wB97M-V def2-TZVPD def2/J DEFGRID3
* xyz 1 1
W 0.214 -0.075 -0.191
O 5.010 0.984 -2.087
C 5.123 -0.338 -1.926
C 6.416 -0.868 -1.902
C 6.630 -2.213 -1.690
C 5.551 -3.070 -1.508
C 4.269 -2.564 -1.536
C 4.024 -1.204 -1.745
C 2.659 -0.672 -1.633
O 1.679 -1.406 -1.219
N 2.493 0.610 -1.851
N 1.242 1.068 -1.595
C 0.192 0.513 -2.285
C -0.997 1.335 -2.601
C -1.203 2.004 -3.794
C -2.413 2.621 -4.067
C -3.429 2.507 -3.122
C -3.214 1.807 -1.961
N -2.006 1.254 -1.683
H 4.048 1.215 -2.098
H 7.243 -0.188 -2.039
H 7.641 -2.592 -1.648
H 5.720 -4.123 -1.335
H 3.424 -3.219 -1.385
H 0.486 -0.127 -3.142
H -0.394 2.049 -4.507
H -2.566 3.155 -4.990
H -4.392 2.964 -3.273
H -4.005 1.654 -1.244
O -0.693 -1.251 1.674
C -0.008 -2.378 2.205
C 1.468 -2.211 1.939
C 2.379 -3.173 2.348
C 3.732 -2.937 2.164
C 4.118 -1.740 1.580
C 3.141 -0.846 1.184
N 1.838 -1.082 1.335
H -1.646 -1.356 1.816
H -0.361 -3.314 1.749
H -0.179 -2.435 3.290
H 2.023 -4.085 2.798
H 4.467 -3.663 2.476
H 5.155 -1.498 1.422
H 3.406 0.097 0.723
C 2.804 2.865 1.371
O 1.946 2.051 0.580
C 0.894 1.409 1.068
C 0.673 1.556 2.548
H 3.295 2.288 2.161
H 2.252 3.696 1.815
H 3.557 3.257 0.689
H 0.548 2.603 2.832
H 1.558 1.189 3.081
H -0.194 0.991 2.881
C -2.903 3.653 0.884
C -2.415 2.364 1.552
C -2.366 2.575 3.070
C -3.288 1.179 1.196
C -4.491 0.991 1.861
C -5.305 -0.089 1.576
C -4.905 -1.012 0.632
C -3.716 -0.864 -0.081
C -3.389 -2.011 -1.022
C -2.588 -1.723 -2.287
C -2.635 -3.083 -0.223
C -2.906 0.252 0.202
N -1.747 0.524 -0.582
H -2.269 4.487 1.174
H -3.919 3.882 1.192
H -2.875 3.579 -0.199
H -1.403 2.155 1.178
H -3.296 2.999 3.440
H -1.570 3.266 3.334
H -2.188 1.637 3.591
H -4.821 1.705 2.595
H -6.251 -0.211 2.082
H -5.537 -1.863 0.422
H -4.352 -2.433 -1.330
H -1.547 -1.490 -2.039
H -3.019 -0.919 -2.876
H -2.587 -2.623 -2.899
H -1.599 -2.758 -0.085
H -2.624 -4.022 -0.773
H -3.105 -3.261 0.745
*
```

HOMO-LUMO gap (spin up / spin down) = 6.572 / 6.465 eV
energy relative to the best compared isomer or geometry (same formula, charge and spin) = 88.6 kcal per mole
DFT total energy = -53364.5292 eV